{"formula": "C32H56O16", "method": "ωB97M-V with the def2-TZVPD basis set", "max_force_ev_per_a": 2.380, "smiles": "O=C1CCCO1.O=C1CCCO1.O=C1CCCO1.O=C1CCCO1.O=C1CCCO1.O=C1CCCO1.COCCOC.COCCOC", "e_tot_ev": -66850.8507, "symbols": ["O", "C", "C", "C", "C", "O", "H", "H", "H", "H", "H", "H", "O", "C", "C", "C", "C", "O", "H", "H", "H", "H", "H", "H", "O", "C", "C", "C", "C", "O", "H", "H", "H", "H", "H", "H", "O", "C", "C", "C", "C", "O", "H", "H", "H", "H", "H", "H", "O", "C", "C", "C", "C", "O", "H", "H", "H", "H", "H", "H", "O", "C", "C", "C", "C", "O", "H", "H", "H", "H", "H", "H", "C", "O", "C", "C", "O", "C", "H", "H", "H", "H", "H", "H", "H", "H", "H", "H", "C", "O", "C", "C", "O", "C", "H", "H", "H", "H", "H", "H", "H", "H", "H", "H"], "positions_angstrom": [[-2.108, -3.914, -3.587], [-2.456, -3.040, -2.871], [-2.936, -1.680, -3.270], [-3.742, -1.134, -2.071], [-3.005, -1.952, -0.942], [-2.561, -3.177, -1.566], [-2.103, -1.015, -3.488], [-3.568, -1.774, -4.144], [-3.713, -0.050, -1.922], [-4.799, -1.423, -2.092], [-2.148, -1.377, -0.615], [-3.652, -2.072, -0.084], [5.349, 0.352, 3.541], [4.650, -0.540, 3.251], [5.090, -1.952, 2.831], [3.792, -2.745, 2.877], [2.687, -1.649, 2.829], [3.281, -0.394, 3.183], [5.456, -1.824, 1.801], [5.834, -2.309, 3.533], [3.689, -3.395, 2.018], [3.680, -3.302, 3.812], [2.296, -1.532, 1.818], [1.919, -1.897, 3.561], [-0.295, 4.867, -5.483], [-0.419, 5.310, -4.406], [-0.767, 6.741, -4.017], [-0.402, 6.897, -2.537], [-0.621, 5.397, -2.141], [-0.266, 4.587, -3.282], [-0.173, 7.408, -4.634], [-1.837, 6.854, -4.202], [0.638, 7.220, -2.435], [-1.020, 7.537, -1.908], [-0.024, 5.159, -1.270], [-1.667, 5.231, -1.871], [3.137, -2.088, -0.481], [2.452, -2.989, -0.874], [2.746, -4.502, -0.743], [1.690, -5.110, -1.666], [0.593, -4.069, -1.753], [1.295, -2.803, -1.545], [3.769, -4.608, -1.077], [2.540, -4.649, 0.319], [2.046, -5.306, -2.681], [1.356, -6.032, -1.210], [0.052, -3.914, -2.676], [-0.157, -4.244, -0.968], [4.954, 2.708, 0.305], [4.969, 1.832, -0.487], [5.509, 0.420, -0.344], [5.636, -0.031, -1.779], [4.471, 0.726, -2.444], [4.328, 1.930, -1.675], [6.404, 0.429, 0.271], [4.738, -0.151, 0.178], [6.573, 0.335, -2.213], [5.538, -1.095, -1.959], [4.620, 0.964, -3.494], [3.538, 0.184, -2.327], [-1.246, 0.635, -1.901], [-0.350, 1.132, -1.263], [0.837, 0.449, -0.608], [1.259, 1.446, 0.511], [0.798, 2.753, -0.117], [-0.357, 2.425, -0.909], [0.559, -0.547, -0.292], [1.641, 0.427, -1.339], [0.786, 1.215, 1.470], [2.331, 1.376, 0.676], [0.444, 3.502, 0.592], [1.603, 3.147, -0.726], [-2.630, 4.279, 1.926], [-3.555, 3.258, 1.816], [-3.807, 2.860, 0.477], [-4.893, 1.829, 0.514], [-4.377, 0.636, 1.096], [-5.373, -0.308, 1.344], [-2.403, 4.457, 2.988], [-3.047, 5.257, 1.630], [-1.671, 3.992, 1.487], [-2.903, 2.471, -0.003], [-4.147, 3.729, -0.110], [-5.229, 1.693, -0.517], [-5.804, 2.130, 1.029], [-4.966, -1.215, 1.797], [-5.806, -0.706, 0.424], [-6.130, 0.055, 2.038], [-3.428, -3.643, 4.049], [-2.630, -3.126, 3.015], [-1.282, -3.368, 3.122], [-0.468, -2.577, 2.111], [-0.383, -1.224, 2.385], [-1.582, -0.496, 2.284], [-3.301, -4.728, 4.121], [-4.466, -3.336, 3.969], [-3.040, -3.267, 5.005], [-0.993, -4.420, 2.991], [-0.808, -3.115, 4.085], [-0.856, -2.656, 1.083], [0.537, -2.991, 2.111], [-2.112, -0.785, 1.397], [-1.426, 0.576, 2.167], [-2.201, -0.568, 3.179]], "atomic_forces_ev_per_a": [[0.9, -1.4, -1.0], [-1.1, 1.5, -0.3], [-1.1, 1.2, -0.2], [0.8, -1.2, 0.6], [-0.6, 1.7, -0.8], [-0.2, -0.1, 2.2], [0.1, -0.1, 0.0], [0.2, 0.0, -0.4], [0.4, -0.3, 0.0], [0.2, -0.2, -0.2], [0.4, -0.1, -0.1], [0.0, -0.9, 0.1], [1.3, 1.6, 0.6], [-1.2, -1.2, -0.6], [-1.0, 0.7, 0.1], [-0.4, 0.6, 0.1], [0.3, -0.4, -0.1], [0.9, -0.8, 0.2], [0.2, -0.3, 0.4], [0.3, 0.0, -0.3], [0.0, -0.3, 0.0], [0.2, -0.1, -0.2], [-0.3, -0.1, 0.2], [-0.2, 0.4, -0.3], [0.2, -0.9, -2.0], [-0.2, 1.3, 1.9], [0.3, 0.7, -0.1], [-0.3, -1.7, -0.4], [0.4, 1.0, 0.5], [0.0, 0.0, 1.1], [-0.4, 0.1, -0.3], [0.1, 0.2, -0.1], [-0.1, -0.3, 0.1], [-0.1, 0.1, -0.3], [0.2, -0.5, -0.1], [0.0, -0.1, -0.2], [0.1, 0.4, 0.1], [-0.3, -0.8, -0.7], [-1.0, 2.1, -0.7], [0.2, -0.6, -0.2], [0.0, 0.6, 0.7], [0.0, 0.0, 0.7], [0.2, -0.5, 0.5], [0.5, -0.7, 0.0], [0.3, -0.1, 0.3], [-0.4, -0.3, -0.3], [0.2, -0.6, -0.3], [0.2, 0.5, 0.0], [0.2, 1.0, 0.7], [-0.5, -1.1, -0.3], [0.1, 0.2, 0.2], [-0.1, 0.4, -0.7], [0.1, -0.3, 0.5], [0.1, 0.4, -0.6], [0.1, -0.1, -0.1], [-0.1, 0.0, 0.0], [0.0, -0.2, 0.1], [0.1, -0.2, 0.1], [0.1, 0.2, 0.1], [-0.1, -0.3, -0.1], [0.5, 0.3, 0.1], [-0.3, -0.6, 0.5], [-0.1, 0.8, 0.3], [-0.2, -1.0, -0.3], [0.0, -0.1, 0.7], [-0.1, 0.4, -0.4], [0.2, -0.2, 0.0], [0.0, -0.4, -0.2], [-0.2, 0.1, -0.2], [0.1, 0.3, 0.0], [0.3, 0.0, 0.0], [0.0, 0.3, -0.4], [0.5, 0.8, 1.2], [-0.4, -0.6, -0.1], [-0.3, 0.6, 0.6], [0.1, -0.5, -0.4], [0.1, 0.3, -0.2], [-0.1, -1.0, 0.1], [-0.2, -0.4, -0.1], [0.4, -0.3, -0.7], [0.0, 0.4, -0.5], [0.0, -0.1, 0.0], [0.0, -0.1, 0.0], [0.1, -0.5, -0.3], [0.1, 0.4, 0.5], [0.6, 0.3, 0.2], [-0.4, 0.4, -0.3], [-0.3, 0.2, -0.1], [1.2, -0.2, 1.0], [-1.1, 0.4, -0.6], [1.8, -0.4, 0.0], [-0.9, -0.3, -0.7], [0.9, 1.2, 0.7], [-0.3, 0.5, 0.2], [-0.4, -0.1, -0.2], [0.0, -0.1, -0.4], [-0.2, 0.1, 0.1], [-0.5, -0.3, -0.2], [-0.6, 0.3, 0.3], [-0.2, -0.5, 0.1], [0.2, 0.0, 0.1], [-0.6, -0.4, -0.3], [0.7, 0.0, 0.0], [-0.2, -0.4, -0.1]]}



{"formula": "C6H13N2S", "method": "ωB97M-V with the def2-TZVPD basis set", "max_force_ev_per_a": 4.242, "smiles": "CS[C@@H]1[C@H](C)N1C(C)=[NH2+]", "e_tot_ev": -20240.0276, "total_charge": 1, "symbols": ["C", "S", "C", "C", "C", "N", "C", "C", "N", "H", "H", "H", "H", "H", "H", "H", "H", "H", "H", "H", "H", "H"], "positions_angstrom": [[3.347, -0.436, -0.365], [1.839, -0.626, 0.548], [0.629, -0.038, -0.733], [-0.314, 1.395, -0.440], [0.037, 2.228, 0.737], [-0.765, 0.035, -0.409], [-1.713, -0.761, 0.049], [-1.637, -2.236, 0.043], [-2.874, -0.203, 0.418], [3.182, -0.685, -1.404], [3.921, -1.289, -0.174], [3.746, 0.585, -0.158], [0.765, -0.369, -1.713], [-0.578, 1.919, -1.331], [0.069, 3.299, 0.564], [0.980, 1.997, 1.187], [-0.670, 2.125, 1.514], [-1.528, -2.761, -0.977], [-0.728, -2.449, 0.484], [-2.452, -2.585, 0.631], [-3.681, -0.570, 0.818], [-2.779, 0.819, 0.518]], "atomic_forces_ev_per_a": [[-0.6, 1.4, -0.7], [-2.1, 0.2, -0.7], [-1.2, 1.9, 2.6], [2.3, -1.8, -1.1], [-0.1, 0.4, 0.3], [0.0, -1.0, 1.4], [-1.6, 0.5, -0.9], [0.0, 0.0, -2.3], [2.9, 3.0, -0.6], [-0.4, 0.8, -0.6], [1.5, -0.8, 1.3], [0.2, -1.2, -0.5], [0.7, -0.2, -1.5], [-0.3, 0.1, -0.6], [-0.1, 0.0, -0.7], [0.7, -0.6, 0.1], [-1.0, -0.3, 1.1], [-0.7, 1.2, 1.3], [2.0, -0.9, 1.4], [-0.5, -0.7, 0.2], [-1.1, -1.4, 0.6], [-0.6, -0.7, -0.1]]}



So what do the calculations give for energy above the lowest of the compared OMol25 structures with the same formula, charge and spin? Going down the list: 0.0 56.6 kcal/mol.